{
  "formula": "C20H54CdO20",
  "method": "the ωB97M-V functional and the def2-TZVPD basis",
  "homo_lumo_gap_ev": 9.16,
  "homo_ev": -9.324,
  "e_lumo_ev": -0.160,
  "symbols": ["Cd", "C", "C", "O", "O", "H", "H", "H", "C", "C", "O", "O", "H", "H", "H", "C", "C", "O", "O", "H", "H", "H", "H", "H", "H", "C", "C", "O", "O", "H", "H", "H", "H", "H", "H", "C", "C", "O", "O", "H", "H", "H", "H", "H", "H", "C", "C", "O", "O", "H", "H", "H", "H", "H", "H", "C", "C", "O", "O", "H", "H", "H", "H", "H", "H", "C", "C", "O", "O", "H", "H", "H", "H", "H", "H", "C", "C", "O", "O", "H", "H", "H", "H", "H", "H", "C", "C", "O", "O", "H", "H", "H", "H", "H", "H"],
  "coordinates": [[3.202, -1.768, 1.781], [0.442, 0.140, -0.607], [1.246, -0.784, 0.282], [1.285, -0.643, 1.555], [1.978, -1.715, -0.245], [0.928, 1.106, -0.764], [-0.495, 0.374, -0.084], [0.205, -0.294, -1.569], [4.742, -1.578, 5.535], [4.228, -1.570, 4.152], [4.683, -2.420, 3.314], [3.307, -0.772, 3.803], [4.306, -0.785, 6.137], [5.814, -1.355, 5.575], [4.592, -2.570, 5.950], [1.679, -4.742, -1.804], [0.366, -5.064, -1.129], [-0.799, -4.942, -2.015], [1.659, -3.508, -2.438], [1.912, -5.459, -2.600], [2.466, -4.862, -1.043], [0.193, -4.274, -0.387], [0.430, -6.074, -0.702], [-0.751, -5.700, -2.620], [1.553, -2.827, -1.741], [-3.895, 2.357, 0.837], [-4.709, 1.738, 1.925], [-4.374, 0.407, 2.266], [-4.228, 1.843, -0.484], [-2.833, 2.193, 0.963], [-4.106, 3.430, 0.836], [-5.778, 1.761, 1.671], [-4.579, 2.393, 2.805], [-5.127, 0.038, 2.732], [-5.191, 1.879, -0.574], [-1.464, -0.113, 4.423], [-1.377, 0.667, 3.197], [-0.136, 1.385, 3.149], [-1.324, 0.657, 5.588], [-0.774, -0.961, 4.435], [-2.457, -0.582, 4.436], [-2.129, 1.436, 3.078], [-1.470, -0.048, 2.368], [0.480, 0.943, 2.545], [-0.389, 0.615, 5.811], [-1.682, 4.834, -1.206], [-0.845, 4.140, -0.155], [-0.640, 5.048, 0.912], [-2.956, 5.165, -0.690], [-1.801, 4.153, -2.045], [-1.123, 5.722, -1.526], [0.130, 3.832, -0.564], [-1.304, 3.222, 0.216], [0.247, 4.944, 1.259], [-2.870, 5.679, 0.119], [-2.957, 1.469, -3.614], [-4.073, 2.412, -3.905], [-4.216, 3.415, -2.837], [-3.344, 0.464, -2.737], [-2.104, 2.073, -3.288], [-2.647, 0.907, -4.497], [-5.029, 1.910, -4.099], [-3.826, 3.026, -4.787], [-3.984, 3.038, -1.973], [-3.423, 0.730, -1.788], [-3.633, -2.784, -0.969], [-2.486, -2.382, -0.040], [-2.409, -3.336, 1.091], [-3.408, -4.075, -1.563], [-3.713, -2.043, -1.784], [-4.551, -2.738, -0.380], [-2.562, -1.399, 0.416], [-1.523, -2.488, -0.566], [-2.029, -4.150, 0.751], [-2.447, -4.240, -1.709], [5.588, -0.672, 0.322], [5.177, -1.849, -0.501], [4.653, -2.900, 0.378], [4.390, -0.008, 0.839], [6.260, -0.010, -0.240], [6.194, -0.918, 1.206], [6.055, -2.209, -1.046], [4.430, -1.600, -1.258], [4.899, -3.743, -0.014], [4.629, 0.876, 1.142], [2.469, 1.625, -3.366], [3.444, 1.078, -2.350], [4.779, 1.033, -2.819], [2.118, 2.982, -3.139], [1.547, 1.052, -3.321], [2.852, 1.519, -4.386], [3.097, 0.078, -2.093], [3.377, 1.689, -1.441], [5.056, 1.934, -3.015], [2.884, 3.544, -3.285]]
}

{
  "formula": "C20H54F3NO22P2S7",
  "method": "the ωB97M-V functional and the def2-TZVPD basis",
  "charge": -2,
  "homo_lumo_gap_ev": 3.35,
  "homo_ev": -0.873,
  "e_lumo_ev": 2.475,
  "symbols": ["N", "P", "P", "C", "O", "O", "S", "O", "O", "C", "F", "F", "F", "H", "H", "H", "H", "H", "H", "O", "S", "O", "O", "C", "C", "C", "H", "H", "H", "H", "H", "H", "H", "H", "O", "S", "O", "O", "C", "C", "C", "H", "H", "H", "H", "H", "H", "H", "H", "O", "S", "O", "O", "C", "C", "C", "H", "H", "H", "H", "H", "H", "H", "H", "O", "S", "O", "O", "C", "C", "C", "H", "H", "H", "H", "H", "H", "H", "H", "O", "S", "O", "O", "C", "C", "C", "H", "H", "H", "H", "H", "H", "H", "H", "O", "S", "O", "O", "C", "C", "C", "H", "H", "H", "H", "H", "H", "H", "H"],
  "coordinates": [[-0.394, 3.180, -1.852], [-0.115, 2.011, -2.897], [-1.220, 0.145, -2.359], [-2.095, -1.478, -1.818], [-2.126, -2.438, -2.604], [-2.587, -1.548, -0.645], [-3.202, 0.944, -3.124], [-3.776, -0.097, -3.997], [-3.121, 2.202, -3.902], [-4.515, 1.215, -1.789], [-5.185, 0.093, -1.520], [-4.051, 1.813, -0.684], [-5.452, 2.072, -2.326], [-1.055, 2.895, -1.132], [1.277, 1.653, -2.963], [-0.441, 2.484, -4.211], [-0.913, -0.383, -3.674], [0.012, -0.365, -1.771], [-1.555, 0.682, -1.047], [0.690, -2.887, 3.106], [0.630, -4.294, 2.865], [1.575, -4.955, 2.004], [-0.841, -4.693, 2.430], [-1.449, -4.027, 1.285], [-0.889, -4.528, -0.028], [0.632, -5.135, 4.420], [-1.341, -2.944, 1.367], [-2.514, -4.249, 1.328], [0.162, -4.254, -0.139], [-1.442, -4.094, -0.867], [-0.948, -5.620, -0.081], [-0.099, -4.668, 5.075], [1.631, -5.044, 4.847], [0.395, -6.184, 4.254], [5.103, -6.588, -1.738], [5.016, -5.431, -0.893], [5.206, -4.114, -1.419], [6.008, -5.634, 0.362], [7.384, -5.917, 0.094], [8.140, -4.683, -0.363], [3.502, -5.475, 0.008], [7.471, -6.727, -0.635], [7.814, -6.277, 1.029], [7.783, -4.339, -1.334], [9.207, -4.898, -0.453], [7.999, -3.863, 0.342], [3.375, -6.464, 0.439], [2.694, -5.262, -0.690], [3.530, -4.714, 0.781], [-1.252, -0.751, -7.150], [-2.662, -0.691, -7.396], [-3.549, -1.689, -6.888], [-2.897, -0.565, -8.997], [-2.308, -1.557, -9.834], [-3.064, -2.873, -9.777], [-3.267, 0.902, -6.951], [-1.254, -1.695, -9.578], [-2.345, -1.165, -10.853], [-2.984, -3.328, -8.790], [-2.663, -3.578, -10.508], [-4.125, -2.715, -9.976], [-2.611, 1.658, -7.378], [-3.269, 0.981, -5.859], [-4.283, 1.007, -7.328], [-3.026, 6.594, -0.478], [-3.554, 6.845, 0.823], [-3.145, 6.079, 1.962], [-5.156, 6.848, 0.745], [-5.823, 5.692, 0.205], [-5.836, 4.531, 1.180], [-3.351, 8.557, 1.206], [-5.373, 5.402, -0.747], [-6.848, 6.000, -0.002], [-4.830, 4.149, 1.354], [-6.443, 3.712, 0.795], [-6.233, 4.848, 2.147], [-3.692, 9.152, 0.362], [-2.294, 8.733, 1.387], [-3.923, 8.789, 2.102], [6.137, -7.176, 5.924], [4.733, -7.287, 5.660], [3.764, -6.688, 6.529], [4.364, -8.836, 5.462], [4.714, -9.753, 6.506], [3.785, -9.638, 7.700], [4.406, -6.765, 4.009], [5.757, -9.613, 6.800], [4.629, -10.752, 6.079], [3.898, -8.674, 8.196], [4.001, -10.420, 8.431], [2.744, -9.720, 7.387], [5.117, -7.243, 3.338], [4.526, -5.683, 3.972], [3.384, -7.033, 3.751], [-1.863, 10.994, 2.457], [-0.825, 11.847, 1.959], [0.098, 11.396, 0.966], [-0.008, 12.447, 3.198], [0.564, 11.524, 4.139], [1.805, 10.845, 3.590], [-1.541, 13.363, 1.407], [-0.181, 10.790, 4.454], [0.833, 12.108, 5.020], [1.559, 10.193, 2.752], [2.282, 10.237, 4.360], [2.519, 11.585, 3.225], [-2.222, 13.731, 2.171], [-2.084, 13.154, 0.487], [-0.745, 14.078, 1.215]]
}

{
  "formula": "C20H54O7",
  "method": "the ωB97M-V functional and the def2-TZVPD basis",
  "charge": -1,
  "homo_lumo_gap_ev": [1.67, 9.54],
  "multiplicity": 2,
  "relative_energy_ev": 3.181,
  "homo_ev": [0.830, -7.099],
  "e_lumo_ev": [2.500, 2.444],
  "symbols": ["C", "C", "O", "C", "C", "H", "H", "H", "H", "H", "H", "H", "H", "H", "H", "C", "C", "O", "C", "C", "H", "H", "H", "H", "H", "H", "H", "H", "H", "H", "C", "C", "C", "O", "H", "H", "H", "H", "H", "H", "H", "H", "C", "C", "C", "O", "H", "H", "H", "H", "H", "H", "H", "H", "C", "C", "O", "H", "H", "H", "H", "H", "H", "C", "C", "O", "H", "H", "H", "H", "H", "H", "C", "C", "O", "H", "H", "H", "H", "H", "H"],
  "coordinates": [[-7.165, 23.620, -30.420], [-7.713, 24.966, -29.942], [-8.339, 25.618, -31.042], [-7.636, 26.622, -31.713], [-8.355, 26.812, -33.034], [-6.475, 23.851, -31.231], [-6.611, 23.086, -29.648], [-8.016, 23.011, -30.724], [-8.432, 24.749, -29.152], [-6.805, 25.437, -29.566], [-7.691, 27.470, -31.031], [-6.615, 26.297, -31.910], [-7.622, 27.254, -33.708], [-9.188, 27.507, -32.922], [-8.681, 25.866, -33.466], [-4.329, 25.802, -34.757], [-4.609, 27.343, -34.873], [-4.938, 27.612, -36.208], [-5.142, 28.989, -36.498], [-5.568, 29.067, -37.979], [-3.469, 25.666, -35.412], [-4.096, 25.419, -33.764], [-5.165, 25.223, -35.150], [-5.483, 27.475, -34.235], [-3.843, 28.031, -34.516], [-5.885, 29.401, -35.815], [-4.310, 29.638, -36.224], [-4.722, 28.727, -38.576], [-5.651, 30.080, -38.372], [-6.332, 28.346, -38.271], [-11.935, 23.788, -30.130], [-12.035, 25.122, -30.799], [-11.404, 25.037, -32.256], [-13.296, 25.760, -30.838], [-10.907, 23.425, -30.120], [-12.704, 23.187, -30.614], [-12.204, 23.768, -29.074], [-11.376, 25.674, -30.130], [-10.335, 24.829, -32.218], [-11.469, 26.007, -32.749], [-11.831, 24.215, -32.831], [-13.577, 26.056, -29.969], [-12.504, 30.601, -36.950], [-11.383, 29.568, -36.564], [-10.896, 29.665, -35.067], [-12.030, 28.323, -36.684], [-12.236, 31.654, -36.865], [-13.471, 30.501, -36.456], [-12.733, 30.287, -37.968], [-10.532, 29.516, -37.244], [-11.775, 29.538, -34.435], [-10.459, 30.653, -34.928], [-10.134, 28.890, -34.978], [-12.563, 28.310, -35.886], [-6.947, 20.077, -32.548], [-5.807, 20.427, -33.447], [-5.838, 19.729, -34.671], [-7.933, 20.208, -32.993], [-6.927, 20.464, -31.529], [-6.942, 19.001, -32.372], [-4.866, 20.170, -32.959], [-6.012, 21.482, -33.628], [-5.232, 19.015, -34.460], [-3.831, 25.181, -28.827], [-4.349, 26.266, -27.825], [-4.851, 25.669, -26.656], [-3.438, 25.561, -29.770], [-4.517, 24.347, -28.974], [-2.993, 24.641, -28.389], [-5.167, 26.805, -28.302], [-3.463, 26.811, -27.498], [-5.377, 26.208, -26.061], [-11.122, 28.555, -30.418], [-11.222, 29.004, -28.924], [-12.499, 29.351, -28.493], [-10.637, 29.261, -31.093], [-12.065, 28.223, -30.853], [-10.422, 27.737, -30.588], [-10.638, 29.924, -28.928], [-10.738, 28.380, -28.173], [-12.739, 30.217, -28.830]]
}

{
  "formula": "C20H55CdClN5O9",
  "method": "the ωB97M-V functional and the def2-TZVPD basis",
  "charge": 1,
  "homo_lumo_gap_ev": 2.83,
  "homo_ev": -10.144,
  "e_lumo_ev": -7.310,
  "symbols": ["Cd", "Cl", "O", "O", "O", "O", "C", "C", "C", "O", "C", "N", "H", "H", "H", "H", "H", "H", "H", "H", "H", "H", "H", "C", "C", "C", "O", "C", "N", "H", "H", "H", "H", "H", "H", "H", "H", "H", "H", "H", "C", "C", "C", "O", "C", "N", "H", "H", "H", "H", "H", "H", "H", "H", "H", "H", "H", "C", "C", "C", "O", "C", "N", "H", "H", "H", "H", "H", "H", "H", "H", "H", "H", "H", "C", "C", "C", "O", "C", "N", "H", "H", "H", "H", "H", "H", "H", "H", "H", "H", "H"],
  "coordinates": [[4.551, 2.349, 1.133], [2.139, -0.642, 0.339], [2.937, -1.681, 0.903], [2.060, -0.895, -1.063], [0.865, -0.455, 0.999], [2.809, 0.596, 0.474], [-4.254, -5.823, -1.293], [-2.724, -5.928, -1.506], [-1.994, -4.596, -1.507], [-0.527, -4.763, -1.486], [0.151, -3.609, -0.972], [-2.150, -6.777, -0.475], [-4.620, -5.068, -1.990], [-4.462, -5.504, -0.272], [-4.844, -6.733, -1.406], [-2.476, -6.432, -2.440], [-2.259, -4.027, -0.615], [-2.324, -4.039, -2.384], [1.220, -3.653, -1.182], [-0.092, -3.233, 0.022], [-0.246, -2.829, -1.622], [-1.185, -6.805, -0.772], [-2.258, -6.214, 0.356], [7.295, -0.403, -0.995], [6.115, 0.081, -0.154], [6.418, -0.001, 1.406], [5.326, 0.620, 2.118], [5.206, 0.230, 3.429], [5.822, 1.516, -0.382], [7.480, -1.462, -0.821], [8.272, 0.014, -0.752], [7.208, -0.188, -2.060], [5.231, -0.539, -0.300], [7.422, 0.333, 1.668], [6.513, -1.032, 1.748], [5.961, 0.582, 4.132], [5.090, -0.851, 3.507], [4.251, 0.565, 3.836], [5.431, 1.482, -1.313], [6.670, 1.993, -0.652], [-0.774, 3.003, 4.572], [-0.965, 2.859, 3.070], [-1.368, 4.256, 2.491], [-1.806, 4.145, 1.146], [-2.219, 5.405, 0.610], [0.221, 2.251, 2.537], [-0.358, 2.131, 5.078], [-1.712, 3.273, 5.057], [-0.189, 3.893, 4.803], [-1.798, 2.196, 2.836], [-0.513, 4.930, 2.542], [-2.154, 4.799, 3.014], [-1.411, 6.135, 0.660], [-3.138, 5.737, 1.094], [-2.512, 5.212, -0.422], [0.459, 1.351, 2.928], [-0.099, 2.007, 1.611], [-4.379, -1.979, 0.693], [-3.035, -1.285, 0.459], [-3.159, 0.289, 0.560], [-3.915, 0.794, -0.528], [-4.049, 2.209, -0.545], [-2.018, -1.841, 1.295], [-4.490, -1.989, 1.777], [-4.409, -2.920, 0.145], [-5.289, -1.425, 0.463], [-2.719, -1.496, -0.563], [-2.157, 0.685, 0.726], [-3.712, 0.487, 1.478], [-4.605, 2.556, -1.416], [-3.080, 2.705, -0.498], [-4.680, 2.535, 0.282], [-1.066, -1.598, 1.063], [-2.185, -1.523, 2.239], [0.221, 3.375, -3.180], [0.395, 2.174, -2.284], [-0.808, 1.210, -2.285], [-1.143, 0.881, -3.644], [-1.986, -0.295, -3.482], [1.548, 1.438, -2.791], [1.169, 3.891, -3.330], [-0.487, 4.067, -2.724], [-0.205, 2.990, -4.107], [0.606, 2.401, -1.239], [-1.635, 1.728, -1.799], [-0.551, 0.344, -1.674], [-2.521, -0.588, -4.386], [-2.829, -0.146, -2.808], [-1.467, -1.226, -3.254], [1.536, 0.636, -2.178], [1.414, 1.155, -3.751]]
}

{
  "formula": "C20H55LiO11",
  "method": "the ωB97M-V functional and the def2-TZVPD basis",
  "homo_lumo_gap_ev": 7.94,
  "relative_energy_ev": 0.000,
  "homo_ev": -9.315,
  "e_lumo_ev": -1.379,
  "symbols": ["Li", "C", "C", "O", "H", "H", "H", "H", "H", "C", "C", "C", "O", "H", "H", "H", "H", "H", "H", "H", "H", "C", "C", "C", "O", "H", "H", "H", "H", "H", "H", "H", "H", "C", "C", "C", "O", "H", "H", "H", "H", "H", "H", "H", "H", "C", "C", "C", "O", "H", "H", "H", "H", "H", "H", "H", "H", "C", "C", "O", "O", "H", "H", "H", "H", "H", "H", "C", "C", "O", "O", "H", "H", "H", "H", "H", "H", "C", "C", "O", "O", "H", "H", "H", "H", "H", "H"],
  "coordinates": [[0.475, 2.554, -3.527], [0.538, 0.471, -0.251], [-0.350, 1.137, -1.305], [0.053, 0.877, -2.646], [1.518, 0.957, -0.215], [0.738, -0.556, -0.562], [0.069, 0.501, 0.734], [-0.401, 2.242, -1.123], [-1.399, 0.800, -1.148], [-1.315, -0.919, 4.487], [-0.202, -0.718, 3.495], [0.351, 0.699, 3.531], [0.828, -1.709, 3.683], [-2.133, -0.205, 4.397], [-0.929, -0.787, 5.506], [-1.694, -1.940, 4.428], [-0.583, -0.902, 2.479], [1.297, 0.728, 2.983], [0.530, 1.073, 4.543], [-0.335, 1.410, 3.062], [1.630, -1.387, 3.257], [-2.104, 3.553, 1.193], [-3.433, 3.480, 0.484], [-4.009, 2.093, 0.571], [-4.365, 4.421, 1.078], [-2.221, 3.221, 2.230], [-1.685, 4.563, 1.279], [-1.351, 3.007, 0.619], [-3.358, 3.783, -0.561], [-4.951, 2.032, 0.036], [-4.096, 1.760, 1.607], [-3.294, 1.406, 0.100], [-4.202, 4.435, 2.028], [3.015, 2.481, 1.327], [1.658, 3.122, 1.425], [1.504, 4.067, 2.587], [1.575, 3.896, 0.182], [3.832, 3.195, 1.229], [3.136, 1.753, 0.522], [3.181, 1.908, 2.252], [0.832, 2.414, 1.403], [1.467, 3.530, 3.536], [0.496, 4.510, 2.533], [2.199, 4.902, 2.565], [0.956, 4.629, 0.240], [-5.191, -2.493, 0.158], [-3.659, -2.539, 0.087], [-2.988, -1.852, 1.245], [-3.241, -3.938, 0.174], [-5.556, -1.640, 0.737], [-5.620, -3.411, 0.556], [-5.632, -2.410, -0.843], [-3.335, -2.119, -0.873], [-3.039, -0.766, 1.279], [-1.940, -2.165, 1.268], [-3.384, -2.236, 2.193], [-3.395, -4.341, -0.689], [4.888, 0.174, -1.297], [4.001, 0.358, -2.499], [3.961, -0.851, -3.304], [4.210, -0.373, -0.149], [5.264, 1.162, -0.986], [5.775, -0.417, -1.565], [4.455, 1.157, -3.108], [2.987, 0.612, -2.176], [3.035, -1.132, -3.354], [4.146, -1.340, -0.265], [-0.999, -1.998, -4.482], [0.464, -1.700, -4.729], [1.119, -1.467, -3.456], [-1.707, -0.801, -4.248], [-1.044, -2.681, -3.622], [-1.476, -2.490, -5.330], [0.550, -0.789, -5.337], [1.046, -2.478, -5.225], [0.705, -0.648, -3.062], [-1.225, -0.267, -3.569], [1.572, -3.633, -0.800], [2.981, -3.988, -0.416], [3.943, -3.165, -1.089], [1.275, -3.944, -2.152], [1.517, -2.543, -0.598], [0.829, -4.008, -0.090], [3.188, -5.051, -0.604], [3.162, -3.788, 0.642], [3.894, -3.338, -2.040], [0.996, -3.146, -2.652]]
}